1) ORCA calculation (ωB97M-V/def2-TZVPD) on the molecule C6H8FN.

Structure (XYZ):
```
16
C6H8FN, DFT ωB97M-V/def2-TZVPD
C -2.306 -1.651 -0.132
C -1.405 -0.857 -0.011
C -0.234 0.074 0.209
N -0.025 0.413 1.557
C 1.014 -0.512 -0.503
C 2.258 -0.335 -0.069
C -0.410 1.348 -0.709
F -1.361 2.098 -0.069
H -3.069 -2.418 -0.394
H -0.827 0.794 2.029
H 0.119 -0.491 2.046
H 0.906 -0.853 -1.572
H 3.019 -0.574 -0.764
H 2.566 -0.058 0.910
H -0.770 1.148 -1.746
H 0.527 1.873 -0.781
```

The HOMO energy comes out at -0.363 hartree. The value obtained for the molecular weight is 113.13 u. The HOMO-LUMO gap is 0.3975 Ha. Its structure (SMILES) is C#C[C@@](N)(C=C)CF. Its LUMO energy is 0.951 eV.

Results of the Löwdin charge analysis, in e, for atoms 1 through 2: 0.105 -0.080



2) ORCA calculation (ωB97M-V/def2-TZVPD) on the molecule C6H8FN.

Structure (XYZ):
```
16
C6H8FN, DFT ωB97M-V/def2-TZVPD
C 0.765 1.393 1.494
C 1.196 0.030 1.264
C 0.414 -1.053 0.932
C -0.997 -0.951 0.585
N -1.458 -0.484 -0.469
C -0.808 0.073 -1.523
C -0.520 -0.515 -2.664
F -0.120 0.204 -3.778
H 1.417 2.185 1.968
H 0.016 1.295 2.273
H 0.204 1.807 0.673
H 2.193 -0.353 1.447
H 0.902 -2.008 0.742
H -1.864 -1.219 1.358
H -0.727 1.170 -1.329
H -0.614 -1.574 -2.974
```

The HOMO energy comes out at -0.313 hartree. The value obtained for the molecular weight is 113.13 u. The HOMO-LUMO gap is 0.3437 Ha. Its structure (SMILES) is C\C=C/C=N\C=C\F. Its LUMO energy is 0.831 eV.

Results of the Löwdin charge analysis, in e, for atoms 1 through 2: -0.103 -0.155



3) ORCA calculation (ωB97M-V/def2-TZVPD) on C6H8FN as an isolated structure.

Structure (XYZ):
```
16
C6H8FN, DFT ωB97M-V/def2-TZVPD
C -1.608 0.491 -1.096
C 0.570 0.994 0.422
C 1.456 0.229 -0.560
C 0.859 -1.042 -0.508
C -0.233 -0.879 0.594
C 0.580 -0.154 1.627
H -1.012 0.135 -1.941
H -2.177 1.386 -1.348
H -2.288 -0.421 -0.727
H 0.533 2.127 0.511
H 2.247 0.348 -1.300
H 1.143 -1.607 -1.458
H -0.875 -1.823 0.879
H 1.451 -0.697 1.848
N -0.874 0.500 0.162
F 0.227 0.413 2.893
```

The HOMO energy comes out at -0.322 hartree. The value obtained for the molecular weight is 113.13 u. The HOMO-LUMO gap is 0.3588 Ha. Its LUMO energy is 1.010 eV.

Results of the Löwdin charge analysis, in e, for atoms 1 through 2: -0.100 -0.148



4) ORCA calculation (ωB97M-V/def2-TZVPD) on the molecule C6H8FN.

Structure (XYZ):
```
16
C6H8FN, DFT ωB97M-V/def2-TZVPD
C -2.327 -1.084 -0.002
C -1.072 -0.311 0.004
C 0.225 -0.790 0.006
N 1.081 0.282 0.005
C 2.527 0.179 -0.003
C 0.381 1.441 0.004
C -0.960 1.104 -0.003
F -1.973 1.969 0.002
H -2.915 -0.856 0.905
H -2.122 -2.166 -0.014
H -2.927 -0.834 -0.889
H 0.590 -1.802 -0.009
H 2.854 -0.137 0.997
H 2.965 1.145 -0.260
H 2.827 -0.560 -0.739
H 0.845 2.419 -0.004
```

The HOMO energy comes out at -0.300 hartree. The value obtained for the molecular weight is 113.13 u. The HOMO-LUMO gap is 0.3338 Ha. Its structure (SMILES) is Cc1cn(C)cc1F. Its LUMO energy is 0.923 eV.

Results of the Löwdin charge analysis, in e, for atoms 1 through 2: -0.056 -0.239



Which one is most stable, and which one is least stable? 4) is the most stable of them, while 3) is the least stable.



1) ORCA calculation (ωB97M-V/def2-TZVPD) on a 2-piece molecular cluster, C6H8FN overall.

Structure (XYZ):
```
16
C6H8FN, DFT ωB97M-V/def2-TZVPD
C -0.691 -1.194 -1.020
C -1.454 -0.715 -0.037
C -1.266 0.674 0.523
C -0.453 1.491 -0.055
N 0.407 2.236 -0.434
H -0.093 -0.393 -1.463
H -0.641 -2.200 -1.279
H -2.045 -1.482 0.391
H -1.696 0.801 1.509
H 0.390 2.889 -1.274
C 2.255 -1.131 0.274
C 2.569 0.006 -0.287
F 2.565 -0.165 -1.674
H 2.265 -1.036 1.375
H 2.430 -2.042 -0.242
H 2.531 1.048 0.126
```

The HOMO energy comes out at -0.299 hartree. The value obtained for the molecular weight is 113.13 u. The HOMO-LUMO gap is 0.3344 Ha. Its structure (SMILES) is C=CC=C=N.C=CF. Its LUMO energy is 0.959 eV.

Results of the Löwdin charge analysis, in e, for atoms 1 through 2: -0.017 -0.171



2) ORCA calculation (ωB97M-V/def2-TZVPD) on C6H8FN as an isolated structure.

Structure (XYZ):
```
16
C6H8FN, DFT ωB97M-V/def2-TZVPD
C 0.286 1.041 -0.747
C -0.720 0.542 0.284
C -0.124 -0.666 1.101
C -0.982 -1.152 2.016
C 1.061 -0.913 0.476
C 1.430 -0.007 -0.473
H -0.841 -0.036 -2.215
H 0.803 0.687 -2.950
H 0.773 2.087 -0.729
H -1.993 0.500 0.032
H -0.762 1.433 0.997
H -0.693 -1.749 3.029
H 1.749 -1.933 0.336
H 2.316 -0.204 -0.967
N -0.101 1.035 -2.253
F -2.202 -0.666 2.065
```

The HOMO energy comes out at -0.306 hartree. The value obtained for the molecular weight is 113.13 u. The HOMO-LUMO gap is 0.3293 Ha. Its LUMO energy is 0.626 eV.

Results of the Löwdin charge analysis, in e, for atoms 1 through 2: -0.409 -0.131



3) ORCA calculation (ωB97M-V/def2-TZVPD) on the molecule C6H8FN.

Structure (XYZ):
```
16
C6H8FN, DFT ωB97M-V/def2-TZVPD
C -1.307 -2.064 -0.134
C -0.283 -1.234 -0.881
C -0.313 0.199 -0.384
C 0.630 0.854 0.272
C 1.961 0.475 0.244
N 3.144 0.335 0.338
C 0.521 2.367 0.707
F -0.704 2.928 0.600
H -2.330 -1.643 -0.151
H -1.373 -3.156 -0.256
H -0.990 -2.055 0.955
H -0.524 -1.267 -1.927
H 0.739 -1.685 -0.747
H -1.241 0.658 -0.494
H 1.245 3.014 0.076
H 0.825 2.273 1.779
```

The HOMO energy comes out at -0.371 hartree. The value obtained for the molecular weight is 113.13 u. The HOMO-LUMO gap is 0.3870 Ha. Its structure (SMILES) is CC/C=C(\C#N)CF. Its LUMO energy is 0.443 eV.

Results of the Löwdin charge analysis, in e, for atoms 1 through 2: -0.123 -0.234



Which one is most stable, and which one is least stable? 3) is the most stable of them, while 2) is the least stable.



1) ORCA calculation (ωB97M-V/def2-TZVPD) on C4H8NO2 as an isolated structure.

Structure (XYZ):
```
15
C4H8NO2, DFT ωB97M-V/def2-TZVPD
C -0.961 1.565 -0.148
N -1.185 0.496 0.798
C -0.343 -1.432 -0.678
C -0.168 -0.545 0.624
C 1.363 -0.222 0.688
O 1.783 0.192 -0.653
O 1.865 -0.739 1.729
H -0.955 1.296 -1.256
H 0.051 1.927 0.052
H -1.569 2.424 0.019
H 1.666 0.916 0.369
H -0.116 -0.669 -1.521
H 0.274 -2.295 -0.676
H -1.468 -1.767 -0.844
H -0.239 -1.147 1.497
```

The HOMO energy (alpha / beta) comes out at -0.355 / -0.370 hartree. The value obtained for the molecular weight is 102.11 u. The HOMO-LUMO gap (alpha / beta) is 0.2999 / 0.3153 Ha. As for the spin multiplicity: 2. Its expectation value of S² is 0.7556. Its LUMO energy (alpha / beta) is -1.487 / -1.479 eV.

Results of the Löwdin charge analysis, in e, for atoms 1 through 2: -0.144 0.068



2) ORCA calculation (ωB97M-V/def2-TZVPD) on C4H8NO2 as an isolated structure.

Structure (XYZ):
```
15
C4H8NO2, DFT ωB97M-V/def2-TZVPD
C -1.245 1.130 -0.384
C -1.842 -0.199 0.062
C -0.925 -1.356 0.347
N -3.172 -0.316 0.192
C 3.728 0.338 -0.281
O 2.469 0.271 -0.322
O 4.582 -0.560 -0.051
H -0.699 1.014 -1.301
H -0.456 1.577 0.320
H -2.101 1.800 -0.549
H -2.349 0.084 1.314
H -1.550 -2.312 0.554
H -0.341 -1.648 -0.520
H -0.212 -1.158 1.154
H 4.112 1.335 -0.537
```

The HOMO energy (alpha / beta) comes out at -0.295 / -0.294 hartree. The value obtained for the molecular weight is 102.11 u. The HOMO-LUMO gap (alpha / beta) is 0.3092 / 0.1412 Ha. As for the spin multiplicity: 2. Its expectation value of S² is 0.7551. Its LUMO energy (alpha / beta) is 0.396 / -4.167 eV.

Results of the Löwdin charge analysis, in e, for atoms 1 through 2: -0.082 -0.609



Which one is most stable, and which one is least stable? 1) is the most stable of them, while 2) is the least stable.



1) ORCA calculation (ωB97M-V/def2-TZVPD) on the molecule C5H7ClO2.

Structure (XYZ):
```
15
C5H7ClO2, DFT ωB97M-V/def2-TZVPD
O -0.069 -0.938 1.379
C 0.052 -0.776 -0.024
C 1.469 -1.185 -0.360
C 1.127 0.258 -0.306
O 0.837 1.293 0.592
C -0.592 1.447 0.353
C -1.059 0.149 -0.447
Cl -2.740 -0.327 0.010
H -0.824 -1.535 1.537
H 1.800 -1.492 -1.377
H 1.876 -1.735 0.455
H 1.067 0.646 -1.323
H -0.762 2.361 -0.240
H -1.100 1.509 1.293
H -1.080 0.323 -1.542
```

The HOMO energy comes out at -0.332 hartree. The value obtained for the molecular weight is 134.56 u. The HOMO-LUMO gap is 0.3599 Ha. Its structure (SMILES) is O[C@]12C[C@@H]1OC[C@@H]2Cl. Its LUMO energy is 0.768 eV.

Results of the Löwdin charge analysis, in e, for atoms 1 through 2: -0.015 -0.428



2) ORCA calculation (ωB97M-V/def2-TZVPD) on a 2-piece molecular cluster, C5H7ClO2 overall.

Structure (XYZ):
```
15
C5H7ClO2, DFT ωB97M-V/def2-TZVPD
C -0.049 -0.706 -0.080
C 1.353 -1.210 -0.409
C 0.972 0.264 -0.402
C -0.544 1.485 0.372
C -1.253 0.162 -0.419
H 0.015 -2.169 1.675
H 1.556 -1.544 -1.418
H 1.887 -1.725 0.438
H 0.961 0.726 -1.482
H -0.886 2.510 -0.034
H -0.865 1.526 1.486
H -1.160 0.331 -1.506
O 0.018 -0.793 1.339
O 0.883 1.409 0.412
Cl -2.886 -0.270 0.029
```

The HOMO energy comes out at -0.346 hartree. The value obtained for the molecular weight is 134.56 u. The HOMO-LUMO gap is 0.3377 Ha. Its LUMO energy is -0.231 eV.

Results of the Löwdin charge analysis, in e, for atoms 1 through 2: -0.511 0.044



Which one is most stable, and which one is least stable? 1) is the most stable of them, while 2) is the least stable.



1) ORCA calculation (ωB97M-V/def2-TZVPD) on the molecule C4H5NOS.

Structure (XYZ):
```
12
C4H5NOS, DFT ωB97M-V/def2-TZVPD
O -0.739 2.213 0.028
N -0.271 0.923 0.012
C 1.105 0.690 -0.011
C 1.346 -0.612 -0.043
C 0.027 -1.338 0.068
C -1.010 -0.227 -0.001
S -2.645 -0.249 -0.021
H -1.706 2.078 -0.014
H 1.805 1.498 -0.058
H 2.301 -1.093 -0.107
H -0.096 -1.908 0.968
H -0.118 -1.974 -0.822
```

The HOMO energy comes out at -0.301 hartree. The value obtained for the molecular weight is 115.16 u. The HOMO-LUMO gap is 0.3208 Ha. Its structure (SMILES) is ON1C=CCC1=S. Its LUMO energy is 0.552 eV.

Results of the Löwdin charge analysis, in e, for atoms 1 through 2: 0.038 -0.183



2) ORCA calculation (ωB97M-V/def2-TZVPD) on the molecule C4H5NOS.

Structure (XYZ):
```
12
C4H5NOS, DFT ωB97M-V/def2-TZVPD
N -1.706 1.607 -0.002
C -0.471 1.089 -0.001
C -0.201 -0.269 -0.003
C -1.295 -1.235 0.003
O -2.491 -0.951 0.000
C 1.150 -0.739 -0.004
S 2.533 0.128 0.001
H -1.869 2.615 0.011
H -2.461 0.954 0.007
H 0.312 1.780 0.003
H -0.974 -2.294 0.004
H 1.236 -1.823 0.001
```

The HOMO energy comes out at -0.312 hartree. The value obtained for the molecular weight is 115.16 u. The HOMO-LUMO gap is 0.2973 Ha. Its structure (SMILES) is N/C=C(\C=O)C=S. Its LUMO energy is -0.397 eV.

Results of the Löwdin charge analysis, in e, for atoms 1 through 2: 0.159 -0.082



Which one is most stable, and which one is least stable? 2) is the most stable of them, while 1) is the least stable.